Density functional theory data (ωB97M-V/def2-TZVPD) for a structure of composition C38H32AsClNO9Ti in a non-equilibrium geometry.

CARTESIAN COORDINATES (ANGSTROEM)
Ti: 0.617 -0.073 -0.963
O: 1.279 -3.413 0.875
Cl: 0.417 -2.382 0.471
O: 0.556 -2.115 -1.011
O: 0.818 -1.066 1.032
O: -0.950 -2.647 0.758
O: -0.841 1.051 -4.362
C: -0.147 1.007 -3.391
O: 0.276 -0.111 -2.779
C: 0.317 2.236 -2.649
C: 0.492 3.477 -3.267
C: 0.957 4.506 -2.497
C: 1.210 4.307 -1.121
C: 1.696 5.335 -0.278
C: 1.923 5.089 1.044
C: 1.665 3.809 1.587
C: 1.195 2.798 0.801
C: 0.975 3.029 -0.572
N: 0.546 2.009 -1.375
H: 0.269 3.583 -4.318
H: 1.136 5.482 -2.931
H: 1.885 6.313 -0.701
H: 2.309 5.870 1.684
H: 1.857 3.627 2.636
H: 1.019 1.814 1.220
C: 5.555 -5.475 0.196
C: 5.004 -4.078 0.146
C: 4.667 -3.481 -1.058
C: 4.141 -2.197 -1.128
C: 3.901 -1.645 -2.514
C: 3.955 -1.485 0.075
C: 4.337 -2.053 1.307
C: 4.185 -1.349 2.630
C: 4.843 -3.342 1.313
C: 3.321 -0.148 0.130
O: 3.498 0.701 0.953
O: 2.365 0.078 -0.857
H: 5.545 -5.942 -0.787
H: 4.972 -6.096 0.877
H: 6.584 -5.471 0.560
H: 4.825 -4.027 -1.981
H: 4.475 -2.232 -3.231
H: 4.211 -0.606 -2.607
H: 2.856 -1.707 -2.810
H: 3.159 -1.015 2.792
H: 4.813 -0.461 2.685
H: 4.461 -2.028 3.435
H: 5.119 -3.787 2.262
O: -1.070 0.163 -0.343
As: -2.656 0.018 0.297
C: -3.418 1.694 -0.151
C: -3.958 2.541 0.808
C: -4.459 3.775 0.417
C: -4.412 4.152 -0.917
C: -3.876 3.298 -1.874
C: -3.379 2.062 -1.496
C: -3.540 -1.340 -0.668
C: -4.846 -1.669 -0.317
C: -5.526 -2.609 -1.074
C: -4.908 -3.194 -2.172
C: -3.610 -2.848 -2.520
C: -2.911 -1.916 -1.766
C: -2.578 -0.183 2.172
C: -3.147 -1.283 2.803
C: -3.041 -1.395 4.181
C: -2.357 -0.428 4.905
C: -1.772 0.656 4.264
C: -1.881 0.786 2.890
H: -3.999 2.244 1.849
H: -4.888 4.440 1.154
H: -4.802 5.116 -1.215
H: -3.853 3.590 -2.915
H: -2.974 1.392 -2.247
H: -5.338 -1.195 0.525
H: -6.539 -2.882 -0.810
H: -5.447 -3.922 -2.764
H: -3.136 -3.302 -3.379
H: -1.895 -1.657 -2.034
H: -3.644 -2.055 2.230
H: -3.478 -2.244 4.686
H: -2.272 -0.525 5.979
H: -1.228 1.397 4.835
H: -1.429 1.633 2.384

Forces on atoms 1 to 2 (eV/Å):
0.149 0.057 -0.408
-0.016 0.179 -0.106

**Spin multiplicity**: 1
**M**: 804.91 g mol⁻¹
**E_HOMO**: -10.87 eV
**Net charge**: +1
**ΔE to the lowest compared entry with this formula, charge and spin**: 0.587 eV



Density functional theory data (ωB97M-V/def2-TZVPD) for a structure of composition C51H50IN2O3P2Pb in a non-equilibrium geometry.

CARTESIAN COORDINATES (ANGSTROEM)
Pb: -0.759 1.008 0.563
C: 0.168 4.040 2.642
C: -0.237 4.105 1.188
C: -1.589 4.285 0.847
C: -2.595 4.538 1.945
C: -1.968 4.325 -0.499
C: -3.424 4.451 -0.882
C: -0.995 4.268 -1.508
C: -1.414 4.483 -2.944
C: 0.351 4.108 -1.168
C: 1.415 4.005 -2.235
C: 0.736 4.067 0.180
C: 2.204 4.130 0.522
H: 0.993 3.346 2.789
H: -0.656 3.709 3.268
H: 0.491 5.021 3.002
H: -2.866 3.623 2.478
H: -3.504 4.989 1.559
H: -2.178 5.232 2.675
H: -3.723 5.501 -0.952
H: -4.069 3.970 -0.150
H: -3.619 3.989 -1.848
H: -1.871 3.590 -3.379
H: -0.572 4.766 -3.569
H: -2.143 5.291 -3.003
H: 1.825 4.988 -2.484
H: 1.020 3.566 -3.148
H: 2.239 3.379 -1.899
H: 2.707 3.171 0.391
H: 2.366 4.445 1.549
H: 2.701 4.854 -0.124
O: -6.085 -1.346 -1.364
C: -5.546 -1.722 -0.196
C: -6.421 -2.236 0.761
C: -5.955 -2.640 1.992
C: -4.596 -2.569 2.294
C: -3.722 -2.069 1.359
C: -4.172 -1.610 0.111
C: -3.180 -0.986 -0.771
O: -1.991 -0.783 -0.414
N: -3.633 -0.610 -1.985
N: -2.844 -0.027 -2.863
C: -3.207 0.544 -3.989
C: -2.051 1.007 -4.660
C: -1.801 1.681 -5.858
C: -0.488 1.966 -6.165
C: 0.558 1.588 -5.312
C: 0.330 0.919 -4.124
C: -0.991 0.647 -3.824
O: -1.458 0.018 -2.715
H: -5.373 -1.015 -1.938
H: -7.470 -2.298 0.507
H: -6.651 -3.019 2.729
H: -4.232 -2.898 3.258
H: -2.662 -2.019 1.563
H: -4.248 0.586 -4.262
H: -2.611 1.960 -6.518
H: -0.256 2.494 -7.080
H: 1.576 1.828 -5.588
H: 1.132 0.612 -3.465
I: -1.946 0.655 3.005
C: 2.144 -2.157 1.572
P: 1.637 -0.463 0.982
C: 2.681 0.455 2.165
C: 3.995 0.873 1.971
C: 4.673 1.520 2.994
C: 4.059 1.736 4.219
C: 2.766 1.282 4.434
C: 2.080 0.648 3.411
C: 2.222 -0.377 -0.745
C: 3.231 0.427 -1.267
C: 3.496 0.423 -2.630
C: 2.760 -0.379 -3.487
C: 1.719 -1.149 -2.985
C: 1.436 -1.127 -1.630
P: 1.784 -3.686 0.549
C: 0.187 -4.253 1.245
C: -0.674 -4.870 0.337
C: -1.887 -5.399 0.753
C: -2.255 -5.307 2.085
C: -1.412 -4.686 2.997
C: -0.198 -4.161 2.581
C: 3.006 -4.768 1.392
C: 4.347 -4.538 1.075
C: 5.347 -5.327 1.617
C: 5.017 -6.371 2.469
C: 3.688 -6.625 2.766
C: 2.682 -5.832 2.228
H: 1.748 -2.259 2.582
H: 3.231 -2.097 1.648
H: 4.509 0.684 1.039
H: 5.692 1.850 2.836
H: 4.589 2.254 5.008
H: 2.281 1.434 5.389
H: 1.065 0.305 3.578
H: 3.824 1.065 -0.627
H: 4.287 1.051 -3.021
H: 2.983 -0.391 -4.547
H: 1.126 -1.763 -3.650
H: 0.583 -1.678 -1.254
H: -0.373 -4.947 -0.702
H: -2.540 -5.884 0.039
H: -3.199 -5.722 2.413
H: -1.695 -4.616 4.040
H: 0.454 -3.709 3.319
H: 4.605 -3.737 0.388
H: 6.383 -5.137 1.365
H: 5.795 -6.993 2.891
H: 3.427 -7.448 3.418
H: 1.647 -6.048 2.459

Forces on atoms 1 to 2 (eV/Å):
-0.015 0.428 -0.913
-0.028 0.094 -0.070

**Spin multiplicity**: 1
**M**: 1135.02 g mol⁻¹
**E_HOMO**: -10.42 eV
**Net charge**: +1
**ΔE to the lowest compared entry with this formula, charge and spin**: 1.095 eV



Density functional theory data (ωB97M-V/def2-TZVPD) for the ion C5H6N with charge +1 in a non-equilibrium geometry.

CARTESIAN COORDINATES (ANGSTROEM)
C: -0.144 1.476 -0.028
C: 1.318 1.097 0.033
C: -0.929 -0.824 0.082
C: -1.220 0.733 -0.031
C: 0.505 -1.181 -0.048
N: 1.509 -0.428 -0.053
H: 1.893 1.438 -0.796
H: 1.796 1.482 0.913
H: -1.568 -1.384 0.826
H: -1.644 -1.109 -0.736
H: -2.257 0.976 -0.409
H: 0.743 -2.273 0.246

Forces on atoms 1 to 2 (eV/Å):
-0.076 -4.607 0.706
-0.293 0.448 -0.524

**Spin multiplicity**: 1
**M**: 80.11 g mol⁻¹
**E_HOMO**: -15.76 eV
**Net charge**: +1
**ΔE to the lowest compared entry with this formula, charge and spin**: 5.196 eV



Density functional theory data (ωB97M-V/def2-TZVPD) for the molecule C5H8N2.

CARTESIAN COORDINATES (ANGSTROEM)
C: -2.131 0.376 0.147
C: -0.972 -0.496 -0.329
N: 0.360 -0.102 0.108
C: 1.425 -0.974 0.156
C: 2.548 -0.200 0.122
N: 2.209 1.135 0.071
C: 0.897 1.146 0.055
H: -3.050 -0.062 -0.255
H: -2.217 0.417 1.236
H: -2.093 1.405 -0.230
H: -0.987 -0.544 -1.425
H: -1.084 -1.526 0.018
H: 1.272 -2.044 0.186
H: 3.577 -0.545 0.100
H: 0.246 2.013 0.041

Forces on atoms 1 to 2 (eV/Å):
-0.022 -0.007 0.011
-0.160 -0.158 0.002

**SMILES string**: CCn1ccnc1
**Spin multiplicity**: 1
**M**: 96.13 g mol⁻¹
**E_HOMO**: -8.78 eV
**ΔE to the lowest compared entry with this formula, charge and spin**: 0.267 eV